Molecular formula: C26H88N6O15
Method: DFT, the ωB97M-V functional and the def2-TZVPD basis

CARTESIAN COORDINATES (ANGSTROEM)
O1 1.197 -0.332 3.113
H1 0.895 -0.534 2.227
H2 2.039 0.106 2.986
O2 -3.860 1.679 -2.423
H3 -3.501 1.935 -1.573
H4 -3.093 1.581 -2.988
O3 -2.395 -4.072 3.362
H5 -2.112 -4.362 4.230
H6 -2.372 -4.864 2.825
O4 -1.043 1.356 2.394
H7 -1.810 1.302 2.965
H8 -0.362 0.870 2.860
O5 -3.230 0.739 3.906
H9 -3.967 0.162 3.704
H10 -3.409 1.056 4.791
O6 4.727 -1.551 2.447
H11 4.743 -1.799 3.371
H12 5.125 -2.293 1.992
O7 1.034 -2.400 5.012
H13 0.125 -2.475 5.301
H14 1.000 -1.802 4.265
O8 0.611 -0.564 0.551
H15 0.636 0.050 -0.183
H16 -0.270 -0.935 0.523
C1 -0.376 -1.680 -3.795
C2 -0.454 -1.829 -5.259
C3 -0.381 -3.239 -5.807
O9 0.723 -4.045 -5.330
C4 2.051 -3.580 -5.563
N1 -1.587 -1.001 -5.681
H17 -1.302 -1.997 -3.315
H18 -0.197 -0.621 -3.609
H19 0.443 -2.265 -3.376
H20 0.416 -1.321 -5.678
H21 -0.377 -3.178 -6.895
H22 -1.334 -3.659 -5.486
H23 2.135 -3.237 -6.594
H24 2.725 -4.428 -5.445
H25 2.221 -2.772 -4.851
H26 -1.683 -1.085 -6.683
H27 -2.452 -1.371 -5.315
C5 0.743 4.891 1.606
C6 1.936 4.127 1.188
C7 3.320 4.787 1.465
O10 3.530 5.986 0.679
C8 4.574 6.885 1.112
N2 1.847 2.769 1.735
H28 0.866 5.209 2.641
H29 -0.189 4.326 1.595
H30 0.578 5.798 1.026
H31 1.862 3.963 0.113
H32 4.047 4.009 1.235
H33 3.398 5.057 2.519
H34 5.556 6.415 1.167
H35 4.250 7.343 2.046
H36 4.596 7.710 0.400
H37 2.517 2.282 1.157
H38 0.943 2.449 1.420
C9 3.126 -6.374 -2.803
C10 1.644 -6.223 -2.458
C11 1.347 -4.855 -1.692
O11 1.906 -4.873 -0.353
C12 1.266 -4.092 0.619
N3 0.807 -6.313 -3.706
H39 3.800 -6.547 -1.964
H40 3.584 -5.481 -3.228
H41 3.412 -7.177 -3.482
H42 1.245 -7.034 -1.850
H43 0.289 -4.797 -1.436
H44 1.607 -3.940 -2.225
H45 1.907 -3.998 1.496
H46 0.420 -4.638 1.035
H47 0.872 -3.153 0.230
H48 0.786 -5.392 -4.119
H49 -0.160 -6.386 -3.424
C13 -3.140 4.631 -1.148
C14 -2.898 3.804 0.144
C15 -4.168 3.546 1.042
O12 -4.858 4.748 1.333
C16 -4.251 5.577 2.385
N4 -2.268 2.589 -0.172
H50 -3.920 5.372 -0.973
H51 -3.480 3.972 -1.947
H52 -2.265 5.164 -1.521
H53 -2.190 4.376 0.744
H54 -3.940 2.943 1.921
H55 -4.941 2.993 0.508
H56 -3.175 5.746 2.335
H57 -4.506 5.203 3.376
H58 -4.745 6.548 2.419
H59 -2.126 2.143 0.723
H60 -1.363 2.833 -0.548
C17 -2.949 -0.992 -0.217
C18 -2.672 -2.221 0.696
C19 -2.307 -3.494 0.017
O13 -3.246 -3.883 -0.958
C20 -4.429 -4.587 -0.487
N5 -1.772 -1.777 1.730
H61 -3.836 -1.131 -0.834
H62 -2.063 -0.729 -0.795
H63 -3.123 -0.062 0.325
H64 -3.626 -2.344 1.208
H65 -2.191 -4.315 0.724
H66 -1.330 -3.381 -0.454
H67 -4.962 -3.997 0.259
H68 -4.176 -5.496 0.059
H69 -5.075 -4.868 -1.319
H70 -1.791 -2.552 2.377
H71 -2.211 -1.083 2.318
C21 3.661 -1.040 -1.149
C22 3.631 0.399 -0.659
C23 2.733 1.330 -1.582
O14 1.286 1.075 -1.421
C24 0.518 2.036 -2.187
N6 3.178 0.391 0.713
H72 2.627 -1.384 -1.114
H73 4.305 -1.708 -0.578
H74 4.044 -1.084 -2.169
H75 4.630 0.833 -0.663
H76 2.898 1.093 -2.633
H77 3.007 2.366 -1.382
H78 -0.500 1.648 -2.183
H79 0.846 2.181 -3.216
H80 0.452 3.040 -1.769
H81 3.798 -0.266 1.163
H82 2.256 -0.021 0.693
C25 -0.607 3.546 5.003
C26 0.817 2.986 5.195
O15 1.830 3.705 4.504
H83 -1.262 2.873 5.555
H84 -0.955 3.456 3.974
H85 -0.680 4.594 5.297
H86 0.932 1.969 4.820
H87 1.195 2.995 6.217
H88 1.837 3.436 3.582

Computed properties:
- Calculated total energy: -68038.277 eV
- E_HOMO: -9.00 eV
- LUMO: -0.153 eV
- Orbital gap: 8.848 eV
- Charge: 0

Löwdin atomic charge list, values in e, 8 entries:
1. O -0.051
2. H -0.014
3. H 0.049
4. O -0.074
5. H -0.039
6. H 0.021
7. O -0.036
8. H 0.054